(1)
20
Properties=species:S:1:pos:R:3:nbo_charge:R:1 method="wB97M-V/def2-TZVPD" e_above_lowest_kcal_mol=28.1 e_lumo_ev=-3.022 total_energy_ev=-10938.1381 homo_lumo_gap_ev=11.82 charge=+1 max_force_ev_per_a=1.726 homo_ha=-0.5455
C 0.08782 1.02756 2.24992 -0.411
N 0.79462 1.51528 1.00371 -0.689
H -0.95543 1.17190 1.97009 0.248
H 0.22377 1.82379 2.98738 0.220
H 0.43496 0.07711 2.62299 0.245
H 1.79124 1.55125 1.20809 0.436
H 0.73512 1.01742 0.10380 0.497
H 0.29430 2.37079 0.78315 0.427
H -0.01808 0.58896 -2.52925 0.491
H 0.23584 2.01802 -2.26121 0.484
O 0.44068 1.14032 -1.89532 -0.959
H 1.46004 -3.97707 -1.54283 0.487
H 0.22699 -4.27838 -0.71846 0.488
O 0.79051 -3.55156 -1.00145 -0.972
H 0.98701 -1.89813 0.41628 0.502
H 0.84794 -1.28895 -0.89655 0.493
O 0.86873 -1.01877 0.03537 -0.990
H -3.39571 0.47761 -0.36201 0.483
H -2.92761 1.90802 -0.41733 0.470
O -2.86277 1.11206 0.12556 -0.951


(2)
58
Properties=species:S:1:pos:R:3:nbo_charge:R:1 method="wB97M-V/def2-TZVPD" e_above_lowest_kcal_mol=492.7 e_lumo_ev=0.158 total_energy_ev=-47309.0890 homo_lumo_gap_ev=8.23 max_force_ev_per_a=17.460 homo_ha=-0.2967
C 4.49425 -7.66153 2.71967 -0.562
H 4.76209 -7.59475 3.65020 0.209
H 5.20933 -7.66943 2.00656 0.199
H 3.88026 -8.59788 2.45164 0.192
C 3.71486 -6.51282 2.14362 -0.225
C 2.55079 -6.43645 3.30761 -0.641
H 2.96962 -6.37821 4.42517 0.224
H 1.78054 -5.60746 3.01379 0.212
H 1.75563 -7.38464 3.11588 0.198
H 4.28851 -5.57358 2.47844 0.236
C 3.05117 -6.59309 1.03591 -0.491
C 2.38963 -5.42738 0.52097 0.335
N 1.35928 -5.20537 -0.07099 -0.281
N 0.76455 -3.96481 -0.08465 -0.334
C 1.67160 -3.12576 -0.07607 0.356
N 1.66399 -1.73623 -0.07343 -0.694
C 0.56675 -0.93872 -0.57033 0.743
O 0.61745 0.18263 -0.64822 -0.580
C -1.00639 -1.75180 -0.65167 -0.506
H -0.75296 -2.48696 -1.33408 0.228
C -2.04193 -0.91447 -0.86272 -0.520
C -2.08101 -0.03798 0.67011 0.753
O -1.81836 -0.42901 1.64408 -0.568
N -2.58897 1.26578 0.54054 -0.487
C -3.18329 1.84565 -0.96191 -0.138
H -3.21428 1.36456 -1.70007 0.129
C -1.60764 2.92424 -1.30446 -0.261
N -1.72588 3.82429 -0.05907 -0.437
C -1.17529 3.09389 1.21403 -0.254
C -2.39628 2.24845 1.48365 -0.260
H -2.34642 1.57552 2.37147 0.227
H -3.38640 2.68482 1.49521 0.211
H -1.18461 3.86878 1.95710 0.212
H -0.25923 2.49780 0.95567 0.209
C -0.46475 4.78549 -0.44854 -0.281
C -1.14338 5.74404 -1.40330 0.037
C -0.21883 6.00272 -2.71987 -0.180
C -0.44234 7.01821 -3.35837 -0.312
C -1.84364 7.41630 -3.48158 0.426
C -2.71472 7.03556 -2.31715 -0.279
C -2.15191 6.41573 -1.43384 -0.252
H -2.82173 5.96227 -0.41666 0.206
H -3.59873 7.47631 -2.45369 0.226
F -2.08802 8.25876 -4.54135 -0.328
H 0.06323 7.04140 -4.39559 0.217
H 0.85961 5.77793 -2.70269 0.203
H -0.27482 5.50858 0.42891 0.210
H 0.51165 4.47317 -0.78453 0.216
H -2.09719 3.41508 -2.15484 0.227
H -0.84468 2.15978 -1.24640 0.225
H -3.89155 2.59075 -0.69475 0.196
H -1.91317 -0.22845 -1.70600 0.215
H -3.11462 -1.27172 -1.02166 0.241
H -0.89109 -2.27233 0.29869 0.247
H 2.45178 -0.99498 -0.02538 0.442
S 3.25917 -3.58260 0.80818 -0.014
H 2.53904 -7.39453 0.64460 0.271
H 4.10937 -6.68555 0.32216 0.209


(3)
18
Properties=species:S:1:pos:R:3:nbo_charge:R:1 method="wB97M-V/def2-TZVPD" e_above_lowest_kcal_mol=12.8 e_lumo_ev=0.700 total_energy_ev=-11952.7656 homo_lumo_gap_ev=9.24 max_force_ev_per_a=1.076 homo_ha=-0.3139 smiles="CC(=C=O)[C@@H](C)C(N)=O"
C -1.21966 -0.40142 1.72127 -0.586
C -0.91713 0.28083 0.40946 -0.348
C -1.45149 1.43195 0.13127 0.730
O -1.98145 2.43757 -0.12179 -0.451
C 0.10208 -0.35153 -0.52084 -0.293
C -0.27498 -0.19391 -1.98813 -0.598
C 1.43259 0.35369 -0.24572 0.683
N 2.24326 -0.30145 0.63098 -0.827
O 1.72548 1.42239 -0.72061 -0.612
H -1.97013 0.15518 2.28145 0.224
H -0.31127 -0.46694 2.32637 0.208
H -1.59371 -1.40954 1.54413 0.209
H 0.18037 -1.41102 -0.26546 0.207
H -1.24263 -0.65613 -2.17896 0.214
H -0.32535 0.86207 -2.24223 0.229
H 0.47630 -0.66342 -2.62252 0.215
H 2.01464 -1.21168 0.96357 0.390
H 3.11303 0.12344 0.89780 0.404


(4)
15
Properties=species:S:1:pos:R:3:nbo_charge:R:1 method="wB97M-V/def2-TZVPD" e_above_lowest_kcal_mol=17.4 e_lumo_ev=0.901 total_energy_ev=-16431.8570 homo_lumo_gap_ev=9.90 max_force_ev_per_a=5.195 homo_ha=-0.3306 smiles="CNP(=N)(N)N"
C -0.65832 1.32293 1.53059 -0.425
N -0.58743 0.96873 0.12680 -0.956
P 0.15212 -0.49984 -0.39788 2.128
N -0.77257 -1.63485 0.09562 -1.356
N 1.93030 -0.29943 0.06973 -1.144
N 0.25720 -0.37907 -2.07579 -1.198
H 0.16063 1.87623 1.88616 0.202
H -1.54139 1.87797 1.80593 0.199
H -0.88318 0.45114 2.14423 0.189
H -1.80979 0.64453 -0.00817 0.393
H -0.58624 -2.54098 -0.26960 0.371
H 2.34078 -0.44783 -0.85566 0.392
H 2.18255 -0.94463 0.78981 0.391
H -0.39682 -0.98035 -2.55624 0.411
H 0.21214 0.58547 -2.28552 0.402